#A
{
  "formula": "C3H10OS2",
  "method": "ωB97M-V/def2-TZVPD",
  "species": ["C", "O", "H", "C", "H", "C", "H", "H", "H", "H", "H", "H", "S", "H", "S", "H"],
  "positions_angstrom": [[-1.307, 0.830, -2.407], [1.521, -0.204, -0.434], [2.706, -0.418, 1.109], [1.661, -0.635, 0.906], [0.700, -0.313, -0.920], [0.871, 0.158, 1.939], [1.425, 1.034, 2.273], [1.389, -1.692, 0.966], [-2.282, 0.499, -2.744], [-0.041, 0.641, 1.559], [-1.085, 1.864, -2.640], [-1.033, -1.306, 0.870], [-2.020, 0.871, -0.660], [0.336, -0.426, 2.688], [-2.206, -0.971, 0.287], [-0.635, 0.069, -2.792]],
  "gap_ha": 0.3445,
  "lumo_energy_ev": 0.30,
  "homo_ev": -9.08,
  "smiles": "CCO.CSS"
}

#B
{
  "formula": "C3H10OS2",
  "method": "ωB97M-V/def2-TZVPD",
  "species": ["H", "H", "H", "C", "S", "O", "H", "H", "C", "C", "H", "H", "H", "H", "H", "S"],
  "positions_angstrom": [[1.256, 0.091, 0.426], [-0.152, 2.684, -0.773], [-0.295, -0.737, -2.892], [0.294, -1.865, 0.843], [-1.016, 0.471, 0.218], [0.555, -0.889, -2.455], [2.294, -2.637, 0.801], [0.196, -2.266, 1.856], [0.436, -0.350, 0.981], [1.422, -2.626, 0.157], [1.115, -3.654, -0.026], [1.031, -0.095, -2.725], [0.504, -0.008, 2.009], [1.703, -2.195, -0.795], [-0.684, -2.088, 0.413], [-0.475, 2.453, 0.506]],
  "gap_ha": 0.3388,
  "lumo_energy_ev": 0.50,
  "homo_ev": -8.72,
  "smiles": "CCCSS.O"
}

Least stable = #A

#A
{
  "formula": "C3H10OS2",
  "method": "ωB97M-V/def2-TZVPD",
  "species": ["H", "C", "S", "O", "H", "S", "H", "H", "H", "H", "C", "H", "H", "H", "C", "H"],
  "positions_angstrom": [[-1.101, -0.752, 0.916], [-0.190, 1.645, -1.663], [-1.740, 0.384, 0.659], [1.322, -1.427, 2.017], [0.368, -1.533, 1.968], [-1.362, 0.254, -1.390], [0.361, 1.897, -0.760], [0.489, 1.301, -2.425], [2.725, -2.276, 0.825], [3.524, -0.003, 0.954], [2.605, -0.135, 0.405], [-0.786, 2.493, -1.960], [1.900, 0.637, 0.683], [1.236, -1.757, -0.016], [1.971, -1.488, 0.748], [2.720, -0.074, -0.683]],
  "gap_ha": 0.3480,
  "lumo_energy_ev": 0.39,
  "homo_ev": -9.08,
  "smiles": "CCO.CSS"
}

#B
{
  "formula": "C3H10OS2",
  "method": "ωB97M-V/def2-TZVPD",
  "species": ["O", "H", "S", "C", "H", "H", "H", "C", "H", "H", "C", "H", "H", "H", "H", "S"],
  "positions_angstrom": [[0.284, 1.123, -2.216], [2.459, -0.225, -1.968], [1.934, -0.546, 0.357], [-1.767, -0.541, 1.237], [-0.986, 0.228, 3.192], [3.454, -1.484, -1.354], [0.337, 0.588, -1.426], [2.994, -0.543, -1.065], [-0.574, 0.890, -2.550], [-1.179, 1.422, 1.814], [-1.589, 0.566, 2.344], [-0.864, -1.169, 1.268], [3.802, 0.188, -1.030], [-2.583, 0.858, 2.672], [-2.589, -1.222, 1.511], [-2.001, 0.196, -0.354]],
  "gap_ha": 0.1483,
  "lumo_energy_ev": -4.38,
  "homo_ev": -8.41
}

#C
{
  "formula": "C3H10OS2",
  "method": "ωB97M-V/def2-TZVPD",
  "species": ["O", "H", "S", "H", "H", "S", "H", "H", "H", "C", "H", "C", "H", "C", "H", "H"],
  "positions_angstrom": [[2.285, 2.802, 0.160], [1.416, -2.922, -0.664], [-0.192, 0.468, -1.667], [-1.945, -0.951, 0.647], [-0.751, 1.654, 0.284], [-0.647, -2.010, -1.134], [1.545, -1.199, -0.274], [2.602, 1.926, -0.082], [-2.281, 0.681, 1.540], [0.854, -2.062, -0.237], [1.421, 2.722, -0.364], [-0.630, 0.625, 0.126], [-2.689, 0.257, -0.310], [-2.049, 0.077, 0.560], [0.762, -2.335, 0.818], [0.299, 0.267, 0.598]],
  "gap_ha": 0.2730,
  "lumo_energy_ev": -1.68,
  "homo_ev": -9.11,
  "smiles": "CCSSC.O"
}

#D
{
  "formula": "C3H10OS2",
  "method": "ωB97M-V/def2-TZVPD",
  "species": ["H", "H", "H", "C", "H", "S", "C", "C", "H", "H", "H", "H", "O", "H", "H", "S"],
  "positions_angstrom": [[-2.610, 0.705, 0.666], [4.542, -0.259, -1.544], [-0.270, -0.377, 1.262], [-0.291, 0.699, 1.122], [3.130, -0.823, -1.079], [-0.516, -0.144, -1.791], [-1.677, 1.416, 0.801], [-0.833, -1.303, -0.642], [-1.170, -2.337, -1.238], [0.023, -1.677, -0.036], [-1.771, -1.128, -0.023], [-2.012, 2.038, 1.613], [4.081, -1.032, -1.084], [0.162, 1.004, 2.135], [-1.639, 2.087, -0.094], [0.851, 1.131, -0.067]],
  "gap_ha": 0.2829,
  "lumo_energy_ev": -1.13,
  "homo_ev": -8.83,
  "smiles": "CCSSC.O"
}

Least stable = #B

#A
{
  "formula": "C3H10OS2",
  "method": "ωB97M-V/def2-TZVPD",
  "species": ["O", "H", "S", "H", "H", "H", "H", "S", "H", "C", "C", "C", "H", "H", "H", "H"],
  "positions_angstrom": [[0.063, -1.962, 1.928], [1.694, 2.290, 1.753], [-0.140, 2.094, 0.267], [0.556, -1.237, 2.318], [-0.197, -0.601, -3.234], [-0.760, -1.344, -0.694], [0.803, -0.076, -1.916], [-1.550, 0.628, 0.174], [1.621, 0.616, 0.955], [-1.169, -0.532, -1.283], [1.113, 1.411, 1.486], [-0.210, -0.003, -2.306], [-2.190, -0.677, -1.629], [0.543, 1.067, 2.340], [-0.447, 0.953, -2.770], [0.269, -2.626, 2.611]],
  "gap_ha": 0.3373,
  "lumo_energy_ev": 0.63,
  "homo_ev": -8.55,
  "smiles": "CCSSC.O"
}

#B
{
  "formula": "C3H10OS2",
  "method": "ωB97M-V/def2-TZVPD",
  "species": ["S", "H", "H", "H", "H", "H", "H", "H", "C", "C", "H", "O", "H", "S", "C", "H"],
  "positions_angstrom": [[-1.472, -0.644, 0.172], [2.704, -1.293, -1.217], [-1.088, 2.500, 0.608], [2.554, -2.019, 1.490], [-2.281, 3.233, -0.493], [2.821, 0.567, 0.007], [4.006, 0.454, 1.306], [-0.133, -0.692, 0.207], [3.112, -1.491, 0.720], [-2.091, 2.423, 0.209], [2.385, 0.349, 1.705], [2.561, -1.916, -0.508], [-2.900, 2.260, 0.901], [-2.021, 0.984, -0.985], [3.073, 0.028, 0.920], [4.158, -1.807, 0.791]],
  "gap_ha": 0.3599,
  "lumo_energy_ev": 0.65,
  "homo_ev": -9.15,
  "smiles": "CCO.CSS"
}

Least stable = #B

#A
{
  "formula": "C3H8N4O2",
  "method": "ωB97M-V/def2-TZVPD",
  "species": ["N", "H", "C", "H", "N", "H", "H", "H", "H", "O", "H", "O", "H", "N", "N", "C", "C"],
  "positions_angstrom": [[2.138, -0.526, -0.711], [1.275, -1.266, 1.518], [-0.162, -0.423, 0.451], [2.908, -0.798, -0.104], [-1.817, 0.833, -0.904], [-2.615, 0.240, -0.698], [-1.566, -1.739, -0.187], [-0.096, -1.959, -0.858], [-0.459, 1.753, 1.703], [0.554, 1.348, -0.410], [2.539, 0.123, -1.385], [-1.278, 1.670, 1.172], [-2.095, 1.764, -1.196], [-0.569, -1.757, 0.025], [0.918, -0.319, 1.409], [-0.836, 0.880, 0.110], [1.161, 0.177, 0.063]],
  "gap_ha": 0.3171,
  "lumo_energy_ev": 0.82,
  "homo_ev": -7.81,
  "smiles": "N[C@@]12N[C@]1(N)O[C@]2(N)O"
}

#B
{
  "formula": "C3H8N4O2",
  "method": "ωB97M-V/def2-TZVPD",
  "species": ["H", "N", "C", "H", "C", "H", "H", "O", "N", "N", "C", "H", "H", "O", "H", "H", "N"],
  "positions_angstrom": [[1.500, 1.712, 2.114], [-1.026, -0.237, -2.124], [-1.647, 0.147, 0.805], [1.774, -1.187, -0.504], [-0.283, 0.520, 0.474], [2.329, 0.959, 0.809], [-2.230, 0.410, -1.103], [-2.592, 0.400, -0.106], [0.726, -0.053, 1.284], [1.049, -1.025, -1.219], [-0.150, -0.352, -1.214], [1.195, -1.701, -2.049], [0.406, -0.624, 2.048], [-1.887, -0.484, 1.801], [-0.895, -0.914, -2.834], [-0.001, 1.586, 0.167], [1.733, 0.843, 1.651]],
  "gap_ha": 0.3618,
  "lumo_energy_ev": 0.54,
  "homo_ev": -9.31
}

Least stable = #A

#A
{
  "formula": "C2HClF4S",
  "method": "ωB97M-V/def2-TZVPD",
  "species": ["Cl", "F", "F", "S", "C", "H", "F", "C", "F"],
  "positions_angstrom": [[-2.545, -1.275, 0.136], [0.251, 1.249, 1.361], [0.431, -1.413, 0.771], [-2.220, 0.580, -0.338], [0.842, -0.468, -0.131], [1.947, -0.502, 0.213], [0.580, 1.866, -0.760], [0.126, 0.893, 0.078], [0.587, -0.929, -1.328]],
  "gap_ha": 0.3015,
  "lumo_energy_ev": -1.09,
  "homo_ev": -9.29
}

#B
{
  "formula": "C2HClF4S",
  "method": "ωB97M-V/def2-TZVPD",
  "species": ["Cl", "S", "F", "F", "H", "F", "C", "F", "C"],
  "positions_angstrom": [[3.254, -1.184, -0.426], [2.695, 0.429, -1.271], [-0.844, 1.801, -0.664], [-0.089, -1.280, 0.607], [-1.507, -0.872, -0.897], [-2.067, -0.597, 1.018], [-1.082, -0.443, 0.155], [0.069, 1.271, 1.315], [-0.431, 0.875, 0.164]],
  "gap_ha": [0.3372, 0.2474],
  "lumo_energy_ev": [-0.16, -2.29],
  "homo_ev": [-9.34, -9.03]
}

Least stable = #B

#A
{
  "formula": "C2H4O2S2",
  "method": "ωB97M-V/def2-TZVPD",
  "species": ["C", "S", "C", "O", "H", "H", "O", "H", "H", "S"],
  "positions_angstrom": [[0.907, 0.111, -0.443], [-2.510, 0.618, 0.533], [-0.022, -1.019, 0.137], [1.881, 0.373, 0.544], [2.184, 1.197, 0.247], [0.275, -1.957, -0.303], [0.941, 0.736, -1.486], [-1.953, 1.717, 0.158], [0.034, -0.894, 1.176], [-1.738, -0.882, -0.564]],
  "gap_ha": 0.3596,
  "lumo_energy_ev": 0.44,
  "homo_ev": -9.35,
  "smiles": "O=C(O)CSS"
}

#B
{
  "formula": "C2H4O2S2",
  "method": "ωB97M-V/def2-TZVPD",
  "species": ["H", "O", "C", "H", "H", "H", "C", "S", "O", "S"],
  "positions_angstrom": [[-1.668, 1.207, -0.851], [2.355, 1.621, 0.703], [-1.162, 0.621, -0.081], [-1.764, -1.780, 0.098], [-0.400, 1.062, 0.559], [-1.843, -0.013, 0.512], [-0.302, -0.411, -0.830], [-0.711, -1.956, -0.584], [2.845, -0.797, 0.575], [2.650, 0.445, -0.101]],
  "gap_ha": 0.3029,
  "lumo_energy_ev": -0.78,
  "homo_ev": -9.02
}

#C
{
  "formula": "C2H4O2S2",
  "method": "ωB97M-V/def2-TZVPD",
  "species": ["H", "O", "H", "S", "H", "O", "C", "C", "S", "H"],
  "positions_angstrom": [[-1.236, 1.505, 0.955], [2.049, -1.054, 0.147], [-1.036, -0.191, 1.684], [1.047, -0.733, -0.874], [-1.611, -0.261, -0.711], [0.957, -1.757, -1.889], [-0.624, 0.564, 1.033], [-0.552, 0.038, -0.359], [0.590, 1.203, -1.425], [0.416, 0.687, 1.439]],
  "gap_ha": 0.3605,
  "lumo_energy_ev": -0.49,
  "homo_ev": -10.30,
  "smiles": "C[C@H]1SS1(=O)=O"
}

Least stable = #B